No. 1
Density functional theory data (ωB97M-V with the def2-TZVPD basis set) for C6H7BrN2O as an isolated structure.

XYZ file:
```
17
Properties=species:S:1:pos:R:3:forces:R:3
H -2.15991 0.07594 -0.44353 0.2 -0.1 -0.5
N 2.29555 -1.90211 -0.57602 -0.8 1.3 -1.3
C 0.56425 -0.48235 0.25497 -1.8 0.5 1.7
H 0.72898 -2.57428 0.57021 -0.6 -0.4 0.2
H 3.00873 1.24011 -1.14006 0.5 1.5 -0.8
C -2.06234 0.72557 0.41092 -2.3 -4.6 1.9
O 0.72555 1.78220 0.01013 -0.1 1.7 0.0
C -0.98755 0.11344 1.34320 1.6 -2.7 -3.3
H -3.16570 0.72730 0.77908 2.1 0.3 0.1
C 2.87768 -0.83830 -1.17471 0.1 1.8 1.3
H -0.44868 0.81985 1.88450 0.6 1.0 1.2
N 1.25989 0.64842 -0.14122 0.1 -1.5 -0.5
C 2.42033 0.42407 -0.88096 -0.5 -2.0 0.4
Br -1.36486 -1.48536 2.39556 -0.2 0.8 -0.3
H 3.73711 -0.82295 -1.78074 1.0 -0.8 -0.5
C 1.11996 -1.71613 0.07155 -1.0 -0.2 1.5
H -1.68620 1.60949 0.13909 1.0 3.6 -1.1
```
Positions in Å, forces in eV/Å.

Values from the calculation:
E_LUMO (spin up / spin down) ... 0.754 / -3.576 eV
<S²> ... 2.029
Multiplicity ... 3
HOMO level (spin up / spin down) ... -0.2336 / -0.3079 Ha
Frontier orbital gap (spin up / spin down) ... 0.26133 / 0.17643 hartree

***

No. 2
Density functional theory data (ωB97M-V with the def2-TZVPD basis set) for an isolated ion of composition C11H21BrN3O and charge +1.

XYZ file:
```
37
Properties=species:S:1:pos:R:3:forces:R:3
H 5.02183 -0.12845 2.36656 0.0 0.0 0.1
H 4.03863 1.11228 1.62137 0.0 0.3 -0.1
H -4.93397 -0.35972 -0.60484 -0.2 0.0 0.2
H -4.61540 -1.79138 0.39827 -0.2 -0.2 0.0
H -3.43472 1.79359 1.59404 0.0 0.1 0.1
C -2.88109 -0.50984 0.16801 0.0 -0.3 -0.6
H 0.96846 0.37463 0.89043 0.0 0.0 0.1
C -3.73726 1.81468 0.54599 0.3 -0.4 0.1
C 4.67091 -0.48061 0.28058 -0.2 0.2 0.2
H 2.88078 -0.84125 -2.44486 -0.1 0.0 -0.2
C 4.89748 0.46348 1.46166 -0.2 -0.4 0.0
H 2.90572 -1.01169 1.38778 -0.1 -0.1 0.1
C -2.76104 0.95193 -0.27889 -0.4 0.3 0.5
H -2.87698 -0.51897 1.25758 -0.1 0.1 0.2
N 2.22083 -0.39974 -1.82287 0.3 -0.1 0.7
H -3.05619 1.03801 -1.32346 0.3 0.0 -0.3
N 1.16085 0.30158 -2.28665 -0.5 0.2 0.4
C -1.71013 -1.39323 -0.29861 -0.2 0.0 0.3
H 5.41590 -1.26564 0.29764 0.1 -0.1 -0.2
C 3.26643 -1.12055 0.37022 0.4 0.2 0.1
H -0.93362 1.18542 0.84374 0.2 -0.1 0.0
C -1.38740 1.57460 -0.06834 -0.4 0.2 0.1
C -4.20565 -1.12100 -0.34782 0.6 0.3 0.1
H -1.50185 2.64304 0.07271 0.1 0.2 -0.1
H 5.79035 1.06075 1.32561 0.1 0.1 0.0
H -0.89832 -1.39660 0.42874 0.2 0.1 0.0
H 4.75198 0.07221 -0.65191 0.2 -0.1 -0.2
O -0.51351 1.44712 -1.22157 0.0 -0.2 0.1
Br 3.27293 -3.02267 0.01499 -0.1 -0.1 -0.2
H -2.03351 -2.42667 -0.37946 0.0 -0.1 0.0
H -4.73736 1.40124 0.51118 -0.2 0.1 -0.1
H -4.00066 -1.67136 -1.26117 -0.1 -0.2 -0.1
N 1.21968 0.23696 -0.07391 -0.3 0.3 -0.4
H -1.33520 -1.09819 -1.27684 0.0 0.0 -0.1
C 0.54143 0.69430 -1.19369 0.5 -0.2 -0.6
C 2.28024 -0.45387 -0.51106 -0.1 -0.2 0.0
H -3.75055 2.84562 0.20882 -0.1 0.1 -0.1
```
Positions in Å, forces in eV/Å.

Values from the calculation:
E_LUMO ... -3.463 eV
Energy relative to the best compared isomer or geometry (same formula, charge and spin) ... 0.00 kJ/mol
Multiplicity ... 1
SMILES ... CC[C@H](Br)c1[nH]nc(OC[C@H](C)C(C)C)[nH+]1
Charge ... +1
HOMO level ... -0.5005 Ha
Frontier orbital gap ... 0.37323 hartree

***

No. 3
Density functional theory data (ωB97M-V with the def2-TZVPD basis set) for an isolated ion of composition C2H6N5 and charge +1.

XYZ file:
```
13
Properties=species:S:1:pos:R:3:forces:R:3
H -2.77451 -1.33657 1.25618 0.3 0.1 -0.5
H 1.36303 -1.70041 -0.88656 -1.0 0.1 -0.8
N 0.52739 1.79576 -0.72094 1.4 -1.9 2.0
C -2.04271 -0.59461 0.87527 0.1 -3.3 0.6
N 0.02927 -0.34346 0.00641 -2.1 0.5 0.5
H 1.42925 1.92643 -0.19143 -1.1 0.4 -1.3
H 1.62076 -1.41245 0.64697 0.6 0.4 1.4
C 1.28037 -0.86662 -0.19683 2.7 -2.4 -0.9
N -2.33727 0.56937 1.00533 -0.1 3.5 -0.3
N -0.81304 -1.15246 0.51132 -0.3 -0.3 0.2
N -0.29044 0.86856 -0.28903 -2.0 1.1 -0.9
H 1.89661 -0.12794 -0.58899 1.5 1.2 -0.2
H 0.11130 2.37440 -1.42770 0.1 0.7 0.1
```
Positions in Å, forces in eV/Å.

Values from the calculation:
E_LUMO (spin up / spin down) ... -7.298 / -5.691 eV
Energy relative to the best compared isomer or geometry (same formula, charge and spin) ... 679.92 kJ/mol
Multiplicity ... 1
Charge ... +1
HOMO level (spin up / spin down) ... -0.5323 / -0.5374 Ha
Frontier orbital gap (spin up / spin down) ... 0.26416 / 0.32825 hartree

***

No. 4
Density functional theory data (ωB97M-V with the def2-TZVPD basis set) for a 2-piece molecular cluster, C2H3N2O2 overall.

XYZ file:
```
9
Properties=species:S:1:pos:R:3:forces:R:3
N 1.95073 1.80539 -1.60061 -1.2 -0.3 0.8
O 1.23136 1.52315 1.65725 -0.5 -0.9 -0.3
H -0.71513 -0.01175 -0.37661 -0.2 -1.0 -0.7
C 0.34700 1.05147 0.93806 -0.4 1.5 0.9
H -0.65740 1.61564 0.81767 1.0 -0.3 0.2
C 0.22012 -0.17705 0.15483 0.4 -0.7 0.6
O 0.84733 1.72417 -1.11273 1.1 0.8 -1.7
N 1.03861 -1.16660 0.23177 0.5 -1.6 -0.6
H 0.96072 -2.07998 -0.34192 -0.7 2.4 0.8
```
Positions in Å, forces in eV/Å.

Values from the calculation:
E_LUMO (spin up / spin down) ... 4.473 / 4.410 eV
Energy relative to the best compared isomer or geometry (same formula, charge and spin) ... 355.72 kJ/mol
Multiplicity ... 1
Charge ... -1
HOMO level (spin up / spin down) ... -0.0456 / -0.0944 Ha
Frontier orbital gap (spin up / spin down) ... 0.21003 / 0.25648 hartree

***

No. 5
Density functional theory data (ωB97M-V with the def2-TZVPD basis set) for a 2-piece molecular cluster, C2H2BrF2I overall.

XYZ file:
```
8
Properties=species:S:1:pos:R:3:forces:R:3
F 0.62147 -1.79246 -0.15509 -0.4 1.9 -0.9
C 0.52194 -0.51126 -0.69734 -0.6 0.6 3.4
C -0.56138 0.73459 0.79116 -0.2 -3.3 -3.6
H -1.63170 0.54315 0.41960 1.8 0.3 0.9
F 1.77956 -0.04967 -0.77518 -0.6 -0.1 -0.1
Br -0.02929 -0.19096 2.31963 -0.2 0.4 0.5
H -0.19338 1.71768 0.58805 0.4 0.4 0.3
I -0.50722 -0.45106 -2.49083 -0.2 -0.1 -0.6
```
Positions in Å, forces in eV/Å.

Values from the calculation:
E_LUMO ... -0.157 eV
Energy relative to the best compared isomer or geometry (same formula, charge and spin) ... 207.59 kJ/mol
Multiplicity ... 1
HOMO level ... -0.3353 Ha
Frontier orbital gap ... 0.32949 hartree

***

No. 6
Density functional theory data (ωB97M-V with the def2-TZVPD basis set) for C28H45ClN4ReS as an isolated structure.

XYZ file:
```
80
Properties=species:S:1:pos:R:3:forces:R:3
N 0.95025 -1.95347 -5.52483 -0.4 0.3 -0.7
H 2.59059 -4.76245 -4.62502 -0.1 0.0 -0.1
H -0.13814 5.13984 3.42884 -0.1 -0.1 0.0
H -1.71043 5.38936 2.64213 0.0 0.1 0.1
C -2.62721 2.82023 2.92128 -0.5 -0.2 -0.4
H -1.65474 4.85377 4.33051 0.1 0.0 -0.2
C 0.57813 1.59242 3.33988 -1.4 -2.3 -1.3
C -2.51861 -1.26477 5.71964 -0.4 -0.1 -0.4
H -0.47227 -0.85926 -8.23649 0.0 0.0 0.0
N -0.09364 -0.20960 -6.19647 0.3 -0.9 -0.3
H 1.13606 -4.66318 -5.63584 0.2 0.1 0.0
H -0.01552 3.11690 -5.68772 0.1 -0.1 0.0
C 2.04002 -4.12398 -5.32603 0.2 -0.3 0.0
C -1.30642 1.47331 -7.47938 -0.1 0.3 -0.1
Re 0.20968 0.38138 1.80451 0.6 0.5 0.8
H -2.70174 1.80336 2.51193 0.0 0.3 0.2
C 0.41886 2.11347 -5.77490 0.2 0.5 -0.2
C 0.51224 -0.74828 -5.12488 0.2 0.6 1.1
H 2.68203 -1.15880 -3.65738 0.0 -0.2 -0.2
H -2.01704 -3.28641 2.42581 0.1 0.1 0.2
C 1.92735 -0.12607 4.51171 -0.7 0.8 -0.6
H 0.87474 1.84166 -4.81636 -0.1 0.0 -0.2
C 2.97202 0.08482 3.43370 1.0 -0.3 -0.4
H -1.29338 3.61124 0.74591 0.1 0.2 -0.1
C 0.61461 -2.18285 -6.84922 -0.2 0.1 -0.4
C -0.68496 1.13265 -6.14420 0.2 -0.2 0.4
H 3.06562 0.63055 6.18995 -0.1 -0.1 0.0
H 0.59820 -2.12940 -2.88538 0.0 -0.2 -0.2
H 3.50364 -2.73014 -3.47227 0.0 0.1 0.0
C -0.55929 2.41903 5.10126 0.1 -0.4 0.8
C 1.08811 -1.30639 4.08572 -0.3 -0.8 -0.4
N 1.06466 1.05295 4.53070 1.0 0.5 0.0
H 0.86079 -3.08383 -7.38019 0.0 0.0 0.0
C -2.16185 -3.39559 4.59847 -0.2 0.1 0.0
C 2.94658 -2.09137 -4.16898 0.5 -0.1 0.1
H -2.11103 0.77286 -7.73596 0.2 0.1 -0.1
C -2.14811 -2.75075 3.36420 0.1 0.3 0.8
C -2.31265 -2.64883 5.77329 0.1 -0.1 0.2
H 0.22004 -1.44878 4.73857 0.1 -0.1 -0.1
C -1.19287 3.32418 2.85267 0.5 -0.9 0.8
H -1.74294 2.47665 -7.40711 0.0 -0.2 -0.1
H 0.70373 -1.16831 2.99488 0.4 -0.4 1.5
C -1.71370 1.13701 -5.02348 -0.5 0.2 0.1
H 1.37162 -3.72367 -2.69616 -0.1 0.1 0.0
C -1.16275 4.76186 3.35393 0.1 0.5 -0.5
H 3.27308 -1.09764 5.84423 -0.1 0.0 0.1
C -2.57352 -0.61746 4.48444 0.2 -0.5 0.3
H 2.68601 -3.94103 -6.19402 -0.2 -0.1 0.1
H -1.28201 3.02724 5.61086 0.0 0.0 0.2
C 0.82642 -3.07421 -3.39208 -0.1 -0.4 0.3
H -3.01698 2.82579 3.94772 0.1 0.0 -0.2
C -0.62388 3.12670 1.46180 -0.5 0.0 -0.7
H -2.83840 0.43715 4.40293 0.5 -0.2 0.1
Cl 1.46715 0.22666 -0.01264 2.1 0.0 -2.1
H -2.29084 -3.15262 6.74262 0.0 0.1 -0.3
H -3.26057 3.47455 2.30746 0.0 -0.1 0.1
H -2.14065 2.14370 -4.93940 0.0 -0.1 0.0
H -0.55274 1.49037 -8.27677 -0.2 0.0 0.1
H 0.43557 1.11688 6.57639 0.0 0.2 0.1
H -2.52868 0.43717 -5.24030 0.1 0.0 0.1
C 2.54202 -0.28417 5.88936 0.4 -0.4 0.0
H -1.24651 0.86923 -4.06935 -0.1 0.0 -0.2
H 0.38693 3.53282 1.36425 -0.2 -0.2 0.0
H -2.65217 -0.68996 6.63807 0.0 -0.2 -0.2
C -2.24707 -1.35143 3.33907 0.2 -0.3 -1.1
H 3.59657 -1.86959 -5.02323 -0.1 0.0 0.1
H -0.63777 2.00459 1.14072 -0.3 1.7 0.1
C 1.69536 -2.83374 -4.61779 -0.2 0.6 0.2
N -0.35723 2.52087 3.75286 0.2 1.5 0.2
S -1.78730 -0.51695 1.80177 -2.8 -0.1 0.7
C -0.04736 -1.07822 -7.27447 0.1 -0.3 -0.1
C 0.29870 1.48382 5.57555 -0.7 0.6 0.7
H 3.49501 1.03758 3.56492 0.0 -0.1 0.0
H 1.71301 -2.20784 4.07146 -0.2 -0.1 0.1
H -0.10708 -3.57703 -3.66914 0.1 0.1 0.0
H 2.55181 0.04633 2.40112 0.4 0.1 1.0
H 1.19123 2.14276 -6.55201 -0.1 0.0 0.1
H -2.04806 -4.47927 4.64234 0.0 0.2 0.1
H 1.79378 -0.54720 6.64412 0.1 0.1 -0.1
H 3.69587 -0.73914 3.50588 0.1 0.2 0.0
```
Positions in Å, forces in eV/Å.

Values from the calculation:
E_LUMO (spin up / spin down) ... 4.085 / 4.057 eV
Energy relative to the best compared isomer or geometry (same formula, charge and spin) ... 0.00 kJ/mol
<S²> ... 3.819
Multiplicity ... 4
Charge ... -2
HOMO level (spin up / spin down) ... 0.0949 / 0.0007 Ha
Frontier orbital gap (spin up / spin down) ... 0.05522 / 0.14837 hartree

***

The records above yield electronic energy values of -2991.3020; -3245.0173; -353.0864; -337.8739; -3148.7490; -2249.4124 Eh, respectively.